No. 1
A structure of composition C30H47BrCl2HoN3O6Si. Source: the OMol25 dataset; level of theory: ωB97M-V/def2-TZVPD.

```
! wB97M-V def2-TZVPD RIJCOSX def2/J DEFGRID3
* xyz 0 5
C -3.22984 -3.07335 -3.29067
C -2.76571 -2.72223 -4.66673
H -4.31754 -3.02010 -3.22851
H -2.84082 -2.35904 -2.56772
H -2.92314 -4.06785 -2.98218
C -3.49259 -2.81613 -5.78101
C -4.89853 -3.28399 -5.92430
H -3.01527 -2.51407 -6.70986
H -5.50665 -2.95744 -5.07776
H -4.94458 -4.37512 -5.93066
H -5.37549 -2.93121 -6.83394
Ho 0.12961 1.19650 2.85494
Cl -0.86251 -0.44446 1.58762
C 2.08147 0.40214 0.88763
O 1.59974 1.41406 1.42988
N 2.97942 0.45953 -0.09509
C 3.17392 1.66501 -0.87581
C 3.78831 -0.69337 -0.43034
H 1.78597 -0.59763 1.19830
H 2.74836 2.50309 -0.33819
H 2.68257 1.56852 -1.84386
H 4.23698 1.84077 -1.04125
H 3.59372 -1.49608 0.27342
H 4.84831 -0.44159 -0.38964
H 3.55407 -1.04503 -1.43524
H 3.55266 4.78500 4.89737
H 3.32696 3.46790 7.29059
C 2.47524 4.85742 5.04584
C 2.25237 3.50844 7.11149
N 1.97919 3.66223 5.69807
H 1.98548 4.96132 4.08554
C 1.30901 2.72658 5.02476
O 1.06597 2.80336 3.80630
H 1.80492 2.58908 7.47460
H 0.97666 1.87324 5.61208
H 2.26793 5.73607 5.65697
H 1.83930 4.34560 7.67482
H -4.64540 1.38901 2.03559
H -3.10988 1.48938 -0.16506
C -4.35675 2.42279 2.22344
C -3.15238 2.55293 0.06358
N -3.14089 2.73736 1.50456
H -4.19925 2.54786 3.29029
C -2.00945 2.98057 2.15331
O -0.88181 2.64367 1.73918
H -2.27692 3.02796 -0.35996
H -2.13101 3.54423 3.08161
H -5.16718 3.07796 1.90563
H -4.06332 2.97548 -0.35911
O -1.30579 -0.78835 -4.67137
C -1.34665 -2.20613 -4.75482
C -0.56795 -1.82038 -7.13944
C -0.68173 -2.65660 -6.03735
H -0.94348 -0.81078 -7.07060
C 0.02570 -2.27690 -8.30936
H -0.77958 -2.63197 -3.92041
C -0.19237 -3.95760 -6.12350
H 0.10856 -1.61433 -9.16134
C 0.51294 -3.57222 -8.38889
C 0.40209 -4.41336 -7.28851
H -0.28897 -4.61956 -5.27149
H 0.97591 -3.92659 -9.30057
H 0.78043 -5.42603 -7.33923
Si -0.17528 0.08213 -3.79809
Cl -1.54366 1.26713 4.47042
C -0.25773 1.79656 -4.53996
C 1.53388 -0.65961 -4.01389
C -0.61404 0.15404 -1.97694
H -0.27490 1.75588 -5.62831
H 0.59939 2.40016 -4.24165
H -1.15689 2.31999 -4.21618
H -1.59498 0.60260 -1.82420
H 0.11089 0.75738 -1.42887
H -0.62799 -0.83725 -1.52864
H 1.75085 -0.86980 -5.06074
H 1.64911 -1.58631 -3.45378
H 2.29697 0.03180 -3.65525
Br 3.93269 -0.04336 5.40051
C 2.66693 -0.72785 6.67466
C 3.09968 -0.78250 8.00775
C 2.25126 -1.24120 9.01478
C 0.96122 -1.66607 8.69957
C 0.51653 -1.62464 7.37810
C 1.35067 -1.14911 6.34112
C 0.76285 -1.00462 4.98019
O -0.49810 -1.32224 4.79554
O 1.34561 -0.19382 4.12615
H 4.09667 -0.45110 8.26950
H 2.58976 -1.26152 10.04282
H 0.30009 -2.00836 9.48382
H -0.50180 -1.93389 7.17793
*
```

Results
Kohn-Sham gap (spin up / spin down)   0.3067 / 0.3065 hartree
Energy relative to the best compared isomer or geometry (same formula, charge and spin)   2.0103 eV

=====

No. 2
A structure of composition C16H26AlBr2Cl8F3IMgN5O8PS. Source: the OMol25 dataset; level of theory: ωB97M-V/def2-TZVPD.

```
! wB97M-V def2-TZVPD RIJCOSX def2/J DEFGRID3
* xyz 1 1
C -2.83524 2.54284 -1.76914
C -3.34833 1.52364 -0.62945
O -2.25747 0.84799 0.08978
C -2.04343 -0.46530 -0.46206
C -0.50144 -0.86539 -0.51373
N 0.25032 -1.12658 0.74426
C -0.46696 -2.00407 1.77391
N -1.63481 -1.33069 2.40532
C -0.87069 -3.44780 1.10064
N -2.33716 -3.68340 1.02288
C 0.49762 -2.24994 3.09571
C -0.24196 -3.21584 4.19801
N 0.99028 -0.98766 3.71917
C 0.46835 -0.70193 4.87056
O -0.02529 -0.51851 6.00969
O 1.62954 -3.01307 2.67479
C 2.32019 -2.63151 1.49147
Br 2.44548 -4.44883 0.57366
P 4.10251 -2.26282 2.18676
O 4.47225 -3.76320 2.99539
Br 5.67498 -2.13014 0.60454
C 1.72173 -1.45820 0.55969
I 2.86002 0.35646 1.22025
C 2.23271 -1.73182 -0.93226
C 2.51574 -0.51617 -1.93370
C 4.00082 0.15087 -2.11391
N 1.65481 -0.00738 -2.84476
H -1.68315 2.64200 -1.83146
H -3.24322 3.61128 -1.57388
H -3.20203 2.27015 -2.84154
H -3.93040 2.16385 0.14985
H -4.13755 0.77648 -1.04010
H -2.72706 -1.28789 0.03773
H -2.42557 -0.42592 -1.56861
H -0.46193 -1.72290 -1.30861
H -0.00323 0.11580 -0.93297
H 0.25690 -0.18998 1.23448
H -1.40751 -0.45972 2.89246
H -2.27794 -1.95212 2.89084
H -0.47010 -3.54518 0.01323
H -0.34109 -4.32983 1.65516
H -2.77105 -3.80330 1.96316
H -2.49603 -4.58806 0.52792
H 0.44334 -3.42126 5.11528
H -1.24254 -2.80671 4.56633
H -0.46519 -4.27184 3.76801
H 4.93234 -4.35545 2.33165
H 1.54924 -2.48328 -1.50423
H 3.27571 -2.26415 -0.95783
H 3.89896 1.24686 -2.48263
H 4.53516 -0.51126 -2.92020
H 4.64497 0.06676 -1.17279
H 0.78169 -0.56706 -2.76265
F 8.03588 -2.44500 1.11839
Mg -0.46447 0.50088 -3.36405
O 0.31766 3.97289 0.10679
S -0.28201 3.42310 1.33878
O -1.09067 2.22918 0.99019
O -1.15213 4.43093 1.96166
O 0.78459 3.03287 2.27625
C 1.59115 6.41727 -2.06814
Cl 2.01214 4.75667 -2.56364
Cl 1.95064 6.62885 -0.34579
Cl 2.54007 7.57630 -3.02208
Cl -0.14502 6.69176 -2.35307
F -3.90199 -2.07375 -1.02416
Al 0.00770 4.55993 -4.37258
C -5.49179 4.26098 -4.32706
Cl -6.57880 4.96064 -5.54512
Cl -4.38008 5.51455 -3.73203
Cl -6.44901 3.63329 -2.96843
Cl -4.56054 2.93286 -5.06157
F 4.94943 -3.77306 -1.43041
*
```

Results
Kohn-Sham gap   0.0673 hartree

=====

No. 3
A cluster of 7 separate species, C45H54OP in total. Source: the OMol25 dataset; level of theory: ωB97M-V/def2-TZVPD.

```
! wB97M-V def2-TZVPD RIJCOSX def2/J DEFGRID3
* xyz 1 1
C 0.00276 6.88408 1.15878
C 0.03789 5.68875 1.21134
C 0.15087 4.24046 1.17345
P 0.72560 3.79411 -0.48899
C 0.51711 2.05638 -0.92390
C -0.05254 1.88784 -2.35320
C 0.78553 0.90347 -3.16904
C 2.03482 1.58818 -3.74560
C 3.10202 0.56739 -4.13353
O 3.88760 0.97882 -5.22341
C 5.14211 1.51454 -4.85249
H -0.01402 7.94335 1.04864
H -0.80438 3.74194 1.35862
H 0.89343 3.87927 1.88752
H 2.06203 4.18538 -0.55792
H 0.03148 4.60579 -1.38155
H 1.50339 1.59713 -0.85219
H -0.15681 1.62083 -0.18527
H -1.09248 1.56941 -2.29663
H -0.06906 2.83472 -2.89911
H 0.17599 0.57574 -4.01065
H 1.07771 0.04437 -2.56124
H 2.41864 2.31973 -3.02120
H 1.73996 2.15179 -4.63179
H 2.59408 -0.35409 -4.43012
H 3.70986 0.33057 -3.25588
H 5.68880 0.81729 -4.21103
H 5.02359 2.46880 -4.32917
H 5.71549 1.67409 -5.76051
C 3.94616 -0.60944 -0.70235
C 5.00706 -1.43954 -1.03794
C 4.90210 -2.80880 -0.84164
C 3.73571 -3.34845 -0.31520
C 2.67489 -2.51972 0.01976
C 2.78265 -1.14880 -0.17224
H 4.03304 0.46194 -0.85090
H 5.91541 -1.01988 -1.45117
H 5.73027 -3.45726 -1.09462
H 3.65720 -4.41665 -0.16252
H 1.76766 -2.94169 0.43350
H 1.95563 -0.50321 0.09866
C -0.86229 -1.06216 1.06420
C -0.53094 -0.09615 2.00811
C -1.38970 0.16932 3.06694
C -2.57539 -0.54328 3.18780
C -2.90325 -1.51084 2.24857
C -2.05088 -1.76801 1.18395
H -0.19357 -1.27074 0.23822
H 0.40568 0.44655 1.92320
H -1.13584 0.92375 3.80083
H -3.24394 -0.34071 4.01454
H -3.82697 -2.06659 2.34643
H -2.30940 -2.52223 0.45199
C -0.43977 -2.93812 -6.30453
C -1.59866 -3.51124 -6.80910
C -2.74615 -3.56125 -6.02943
C -2.73841 -3.03358 -4.74574
C -1.58020 -2.45876 -4.24118
C -0.43192 -2.41371 -5.01982
H 0.45554 -2.90083 -6.91136
H -1.60759 -3.91992 -7.81094
H -3.64743 -4.01295 -6.42254
H -3.63422 -3.07232 -4.13946
H -1.57271 -2.04781 -3.23825
H 0.47424 -1.97117 -4.62339
C -5.72793 5.46319 2.09589
C -4.48099 5.96879 1.76007
C -3.54023 5.14712 1.15642
C -3.84781 3.81949 0.88356
C -5.09629 3.31278 1.21852
C -6.03407 4.13685 1.82594
H -6.46096 6.10232 2.56977
H -4.24235 7.00353 1.96883
H -2.56671 5.54274 0.89610
H -3.11846 3.17247 0.40619
H -5.33935 2.27933 1.00660
H -7.00611 3.73961 2.08789
C -6.12905 0.18925 3.99039
C -6.38024 -0.94882 4.74463
C -6.96545 -0.82875 5.99760
C -7.29852 0.42455 6.49318
C -7.04433 1.56249 5.73972
C -6.45765 1.44213 4.48806
H -5.66963 0.10983 3.01203
H -6.12203 -1.92748 4.35959
H -7.16161 -1.71296 6.58985
H -7.75648 0.51368 7.46957
H -7.30386 2.53904 6.12735
H -6.24088 2.31634 3.88882
C 7.20782 -3.89007 1.81872
C 8.30991 -4.73056 1.89117
C 8.16349 -6.02692 2.36592
C 6.91479 -6.48423 2.76300
C 5.81199 -5.64409 2.68891
C 5.95933 -4.34639 2.21923
H 7.32105 -2.87777 1.45042
H 9.28361 -4.37581 1.57873
H 9.02347 -6.68096 2.42690
H 6.80112 -7.49569 3.13071
H 4.83794 -6.00164 2.99800
H 5.10101 -3.68924 2.16542
*
```

Results
Kohn-Sham gap   0.2852 hartree

=====

One value per record, in order, for molecular weight: 889.547, 1158.069, 641.900 g/mol.
One value per record, in order, for energy: -6519.206745, -12108.753024, -2163.348456 hartree.